[1]
C43H34I2N5NaO | ωB97M-V with the def2-TZVPD basis set

The multiplicity is 1. The energy above the lowest of the compared OMol25 structures with the same formula, charge and spin is 0.544 eV. The charge is -2. Its LUMO energy is 3.32 eV. The orbital gap is 3.593 eV. For the HOMO energy, the calculation gives -0.3 eV.

Element x y z (Å)
Na: 0.0802 -0.1022 0.1869
C: -1.8404 -2.5001 0.7994
C: -2.8159 -1.7351 1.7007
C: -2.2874 -0.5329 2.4455
C: -2.7297 -0.2629 3.7403
C: -2.3166 0.9021 4.3673
C: -1.4693 1.7627 3.6834
C: -1.0653 1.4043 2.4086
N: -1.4680 0.2915 1.8047
N: -1.3190 -1.7902 -0.3584
C: -0.3441 -2.6230 -1.0397
C: 0.4794 -1.8873 -2.0692
C: 0.7027 -2.4362 -3.3279
C: 1.4869 -1.7450 -4.2372
C: 2.0160 -0.5183 -3.8685
C: 1.7700 -0.0630 -2.5812
N: 1.0383 -0.7374 -1.7029
C: -2.3302 -1.3287 -1.3034
C: -2.0049 -0.0066 -1.9782
C: -2.4319 0.1757 -3.2896
C: -2.4242 1.5131 -3.7947
C: -1.9745 2.5315 -3.0397
C: -1.3387 2.2770 -1.6800
N: -1.4894 0.9072 -1.1879
H: -2.3622 -3.4276 0.4835
H: -0.9818 -2.7893 1.4089
H: -3.2021 -2.4527 2.4293
H: -3.6727 -1.3888 1.1154
H: -3.3920 -0.9553 4.2455
H: -2.6523 1.1365 5.3701
H: -1.1197 2.6797 4.1387
H: -0.4018 2.0351 1.8255
H: -0.8452 -3.4726 -1.5425
H: 0.3456 -3.0226 -0.2908
H: 0.2599 -3.3908 -3.5851
H: 1.6757 -2.1551 -5.2222
H: 2.5987 0.0759 -4.5591
H: 2.1646 0.8860 -2.2354
H: -3.2623 -1.1418 -0.7685
H: -2.5453 -2.1006 -2.0627
H: -2.8124 -0.6480 -3.8824
H: -2.8246 1.7032 -4.7877
H: -1.9899 3.5606 -3.3802
H: -1.8124 2.9424 -0.9309
I: 1.6803 -3.9480 3.1667
C: 2.3451 -1.9511 3.3180
C: 3.1908 -1.5661 4.3458
C: 3.6210 -0.2597 4.3973
I: 4.8682 0.2807 6.0327
C: 3.2659 0.6850 3.4122
C: 3.7071 2.0252 3.3650
C: 3.3576 2.8252 2.3076
C: 2.5522 2.2941 1.2922
N: 2.0770 1.0693 1.3248
C: 2.4072 0.2638 2.3540
C: 1.8615 -1.0879 2.3051
O: 1.0552 -1.4600 1.4171
H: 3.5041 -2.2778 5.0966
H: 4.3312 2.4095 4.1615
H: 3.6979 3.8503 2.2466
H: 2.2827 2.8775 0.4175
C: 0.0779 2.7324 -1.7893
C: 1.0205 3.4330 -2.1258
C: 2.0871 4.1574 -2.7227
C: 2.9926 4.9079 -1.9156
C: 4.2430 5.4057 -2.3750
C: 5.0966 6.1102 -1.5489
C: 4.7885 6.3446 -0.2108
C: 3.5903 5.8277 0.2795
C: 2.7191 5.1408 -0.5396
C: 2.1294 4.0953 -4.1804
C: 2.6104 5.1533 -4.9854
C: 2.6033 5.0830 -6.3683
C: 2.0981 3.9706 -7.0291
C: 1.5786 2.9322 -6.2597
C: 1.5920 2.9887 -4.8810
H: 4.5583 5.1948 -3.3873
H: 6.0373 6.4736 -1.9532
H: 5.4696 6.8918 0.4306
H: 3.3402 5.9674 1.3275
H: 1.7851 4.7643 -0.1390
H: 2.9481 6.0640 -4.5082
H: 2.9840 5.9204 -6.9467
H: 2.1026 3.9181 -8.1121
H: 1.1482 2.0629 -6.7465
H: 1.1695 2.1729 -4.3118

Atomic forces in eV per Å
Na 0.086 1.328 -0.181
C -0.042 -0.070 0.093
C 0.125 0.086 -0.155
C -0.112 -0.053 0.036
C 0.007 0.113 0.102
C 0.040 -0.066 -0.175
C -0.019 0.022 0.204
C -0.152 0.030 -0.026
N -0.124 -0.014 0.585
N -0.393 -0.510 -0.262
C 0.110 -0.201 0.068
C 0.177 -0.092 -0.330
C -0.033 -0.044 -0.002
C 0.015 0.051 0.090
C -0.010 -0.149 -0.068
C 0.051 0.052 -0.016
N 0.226 -0.226 -0.443
C -0.065 0.118 -0.027
C -0.150 0.422 -0.270
C 0.010 -0.414 -0.157
C 0.054 0.115 0.206
C -0.197 0.028 0.001
C 0.040 0.034 -0.205
N -0.364 0.072 0.049
H 0.032 0.008 0.033
H 0.031 -0.065 -0.052
H -0.036 0.013 -0.008
H -0.043 -0.051 0.031
H 0.003 -0.023 -0.018
H 0.015 -0.007 0.017
H 0.023 0.015 -0.047
H 0.018 0.054 0.063
H 0.053 -0.022 0.048
H -0.026 0.010 0.031
H -0.046 0.023 -0.019
H -0.037 0.021 -0.023
H 0.024 0.033 0.036
H -0.012 0.017 -0.047
H 0.011 -0.062 0.031
H 0.028 0.008 0.027
H -0.021 -0.016 0.069
H 0.023 0.082 0.002
H 0.010 -0.010 -0.077
H 0.119 -0.019 -0.064
I 0.110 0.243 0.139
C -0.267 -0.391 -0.180
C 0.056 0.406 -0.046
C 0.359 -0.169 0.647
I -0.185 -0.068 -0.264
C -0.214 -0.018 -0.318
C -0.077 0.148 -0.173
C 0.184 -0.085 0.357
C -0.259 -0.171 -0.377
N -0.044 0.108 0.087
C 0.297 0.169 0.268
C -0.112 -0.699 -0.022
O 0.614 -0.371 0.718
H -0.015 -0.016 0.002
H 0.020 -0.016 0.003
H 0.016 -0.043 -0.067
H 0.031 -0.022 0.113
C 0.167 0.290 -0.018
C -0.099 -0.176 0.040
C -0.108 -0.212 -0.208
C 0.010 -0.018 0.027
C -0.013 0.036 0.053
C -0.004 -0.004 0.051
C 0.124 0.043 0.050
C 0.063 0.051 -0.033
C -0.053 0.112 -0.021
C 0.026 0.071 0.061
C 0.001 -0.071 0.056
C 0.024 0.018 -0.068
C 0.038 -0.016 -0.066
C 0.009 -0.009 -0.072
C 0.056 0.133 0.080
H -0.026 0.021 -0.018
H 0.002 -0.025 0.002
H -0.017 -0.009 0.005
H -0.069 0.052 -0.028
H -0.008 0.087 -0.038
H 0.046 -0.022 -0.006
H -0.012 0.012 0.040
H -0.034 0.002 0.013
H 0.010 -0.019 0.013
H -0.100 0.007 0.051

[2]
C4H9ClO2 | ωB97M-V with the def2-TZVPD basis set

The multiplicity is 1. The energy above the lowest of the compared OMol25 structures with the same formula, charge and spin is 4.395 eV. Its LUMO energy (spin up / spin down) is 0.11 / 0.29 eV. The orbital gap (spin up / spin down) is 8.336 / 8.659 eV. For the HOMO energy (spin up / spin down), the calculation gives -8.2 / -8.4 eV.

Element x y z (Å)
C: 2.4108 -0.7399 -0.4293
C: -2.4239 -0.2960 0.7676
C: 1.5898 0.0549 -1.3804
C: -0.2788 0.5939 0.1508
O: -0.6556 1.8859 -0.0418
O: -1.3801 -0.2943 -0.0777
Cl: 0.1781 0.2032 1.7701
H: 3.5192 -0.6436 -0.7250
H: 2.0411 -1.7681 -0.3244
H: 2.2678 -0.3707 0.6269
H: -2.9490 0.7136 1.0979
H: -2.0624 -0.7055 1.7801
H: -3.2523 -1.0198 0.4868
H: 0.8403 -0.6118 -1.9620
H: 1.7240 1.1114 -1.5523
H: -1.5689 1.8868 -0.1873

Atomic forces in eV per Å
C 1.169 0.680 0.630
C -2.901 -0.316 4.574
C -4.321 -1.687 1.944
C -0.512 -1.583 -1.690
O 2.595 0.128 0.372
O 1.893 0.714 -3.180
Cl 1.569 0.447 1.371
H -1.482 -0.516 0.665
H 0.488 0.115 -0.598
H 0.582 0.103 -0.972
H 1.114 -1.462 -1.200
H -0.723 0.491 -1.148
H 1.181 1.007 -0.355
H 1.507 1.845 0.425
H 0.219 -0.131 -0.427
H -2.378 0.165 -0.409

[3]
C36H45AsMnN9S2 | ωB97M-V with the def2-TZVPD basis set

The multiplicity is 6. The energy above the lowest of the compared OMol25 structures with the same formula, charge and spin is 0.265 eV. As for the expectation value of S²: 8.754. The charge is +1. Its LUMO energy (spin up / spin down) is -2.81 / -2.90 eV. The orbital gap (spin up / spin down) is 7.301 / 7.269 eV. For the HOMO energy (spin up / spin down), the calculation gives -10.1 / -10.2 eV.

Element x y z (Å)
Mn: 0.0481 -0.3430 0.1961
C: 4.1391 -0.0039 1.8278
C: 4.3817 1.3594 1.9986
C: 3.4638 2.2623 1.5239
C: 2.2901 1.8107 0.8925
N: 2.0307 0.4885 0.7952
C: 2.9591 -0.3793 1.2316
N: 1.5259 2.8078 0.3258
C: 0.4137 2.6590 -0.3109
N: -0.3630 1.5416 -0.5159
C: -1.4705 1.8934 -1.2438
N: -2.5025 1.1941 -1.5919
C: -2.8128 -0.0664 -1.1364
C: -4.0164 -0.5905 -1.6498
C: -4.5195 -1.7695 -1.1620
C: -3.8274 -2.4283 -0.1447
C: -2.6389 -1.8877 0.2808
N: -2.1058 -0.7523 -0.2076
C: -1.3714 3.3258 -1.6025
C: -2.1971 4.1451 -2.3487
C: -1.8214 5.4788 -2.4704
C: -0.6681 5.9654 -1.8546
C: 0.1542 5.1336 -1.1021
C: -0.2218 3.8079 -0.9951
H: 4.8465 -0.7540 2.1497
H: 5.2918 1.7035 2.4720
H: 3.6210 3.3284 1.5849
H: 2.7265 -1.4247 1.0732
H: -4.5282 -0.0154 -2.4064
H: -5.4484 -2.1685 -1.5481
H: -4.1914 -3.3469 0.2919
H: -2.0511 -2.3835 1.0418
H: -3.0938 3.7595 -2.8138
H: -2.4335 6.1551 -3.0525
H: -0.4107 7.0103 -1.9679
H: 1.0509 5.4996 -0.6210
N: 1.0006 -1.9740 3.3293
C: 0.7510 -2.8218 2.3212
N: 0.3717 -2.4670 1.1142
C: 0.1631 -3.6045 0.3212
C: -0.3256 -3.6125 -0.9812
C: -0.5038 -4.8246 -1.6251
C: -0.1976 -6.0288 -0.9939
C: 0.2822 -6.0379 0.3043
C: 0.4486 -4.8212 0.9458
S: 0.9707 -4.5337 2.5836
H: 0.6263 -1.0324 3.2909
H: 1.2435 -2.3385 4.2336
H: -0.5726 -2.6848 -1.4813
H: -0.8842 -4.8341 -2.6380
H: -0.3429 -6.9635 -1.5169
H: 0.5131 -6.9678 0.8056
C: -1.2485 3.7955 3.0399
N: -2.0619 2.8157 3.7509
C: -2.5070 3.2889 5.0597
C: -1.8674 1.4884 3.5294
S: -0.4744 0.9704 2.7146
N: -2.8400 0.6466 3.9183
C: -4.2340 1.0532 4.0404
C: -2.6363 -0.7906 3.9584
H: -1.7485 4.7606 3.1198
H: -1.1610 3.5241 1.9917
H: -0.2442 3.8733 3.4641
H: -1.6619 3.7505 5.5777
H: -2.8697 2.4704 5.6705
H: -3.2975 4.0322 4.9524
H: -4.3719 2.0455 3.6202
H: -4.5714 1.0458 5.0785
H: -4.8442 0.3460 3.4769
H: -1.5861 -1.0148 4.1143
H: -2.9642 -1.2534 3.0229
H: -3.2235 -1.2026 4.7797
C: 2.0479 -3.3284 -3.5827
C: 2.6205 -1.9453 -3.3078
As: 1.3826 -0.7195 -2.3949
C: -0.0811 -0.6378 -3.7097
C: 0.3030 -0.4033 -5.1631
C: 2.3382 0.9539 -2.7629
C: 3.7573 0.9738 -2.2059
H: 2.7475 -3.9219 -4.1723
H: 1.1129 -3.2763 -4.1446
H: 1.8513 -3.8699 -2.6565
H: 2.9239 -1.4524 -4.2349
H: 3.5126 -2.0195 -2.6836
H: -0.7665 0.1339 -3.3628
H: -0.6205 -1.5850 -3.6079
H: 0.7557 0.5774 -5.3092
H: -0.5820 -0.4473 -5.7995
H: 1.0032 -1.1560 -5.5290
H: 1.7465 1.7680 -2.3457
H: 2.3589 1.0901 -3.8458
H: 3.7828 0.7650 -1.1341
H: 4.2103 1.9538 -2.3602
H: 4.3921 0.2396 -2.7030

Atomic forces in eV per Å
Mn 0.190 -0.447 0.275
C -0.008 0.008 0.001
C 0.010 -0.069 -0.017
C -0.100 -0.108 -0.053
C 0.174 -0.102 -0.030
N -0.031 0.290 0.093
C 0.016 0.025 0.042
N -0.332 0.003 -0.103
C 0.149 0.001 0.017
N -0.091 0.138 -0.125
C -0.050 -0.042 0.052
N 0.303 0.160 0.036
C -0.112 -0.083 0.103
C 0.102 -0.043 0.091
C 0.012 -0.010 0.025
C 0.013 0.014 0.020
C -0.050 -0.021 -0.030
N -0.137 0.090 -0.300
C 0.057 0.137 -0.015
C 0.075 -0.015 0.063
C 0.006 0.018 0.003
C -0.019 0.011 -0.017
C -0.051 -0.070 -0.006
C -0.122 0.075 -0.072
H 0.009 -0.003 0.005
H 0.006 -0.010 0.010
H -0.016 0.018 0.001
H 0.005 -0.039 0.022
H 0.005 0.019 -0.011
H -0.002 -0.013 0.003
H -0.003 -0.009 0.000
H -0.033 -0.006 0.016
H -0.004 -0.013 -0.009
H -0.001 0.006 0.006
H -0.002 0.002 -0.006
H 0.012 -0.007 0.003
N 0.021 0.038 0.044
C 0.028 -0.059 -0.153
N -0.093 0.147 0.152
C 0.041 -0.061 -0.047
C -0.034 -0.026 0.000
C -0.008 0.000 0.026
C -0.020 0.013 -0.021
C 0.023 -0.019 -0.013
C 0.008 0.002 0.002
S -0.029 0.025 -0.059
H -0.010 0.154 -0.081
H 0.003 -0.015 -0.011
H -0.001 -0.038 0.026
H -0.002 -0.007 -0.001
H 0.002 -0.011 -0.006
H -0.002 -0.011 0.002
C -0.006 0.010 -0.015
N 0.141 -0.129 0.058
C -0.113 0.032 -0.011
C -0.187 0.074 -0.383
S 0.321 -0.059 0.175
N 0.042 -0.028 0.178
C -0.011 0.066 0.036
C -0.010 -0.001 -0.057
H 0.001 -0.011 0.000
H 0.000 0.010 -0.002
H -0.003 -0.006 0.002
H -0.016 0.003 -0.015
H -0.015 -0.057 0.008
H -0.010 -0.004 0.016
H 0.003 0.003 0.018
H -0.006 0.014 -0.005
H -0.012 0.008 -0.008
H -0.026 -0.011 0.027
H 0.021 0.003 0.021
H 0.005 0.004 -0.006
C 0.010 -0.032 0.034
C 0.022 0.047 0.010
As -0.054 0.030 0.021
C 0.049 -0.147 0.010
C 0.029 -0.003 -0.041
C -0.042 -0.012 -0.087
C 0.032 -0.022 0.056
H 0.011 -0.004 -0.001
H -0.008 -0.001 0.003
H 0.011 0.032 -0.050
H -0.016 -0.007 0.020
H -0.021 0.007 0.008
H -0.052 0.101 0.060
H 0.007 0.021 -0.005
H 0.013 -0.008 0.006
H -0.002 0.007 -0.005
H -0.003 0.008 0.008
H -0.022 0.018 0.015
H -0.002 0.003 0.019
H 0.009 0.006 -0.068
H 0.003 0.004 0.002
H 0.000 -0.003 -0.001

[4]
C6H16N2 | ωB97M-V with the def2-TZVPD basis set

The multiplicity is 1. As for the structure (SMILES): CCC[C@H](N)CNC. The energy above the lowest of the compared OMol25 structures with the same formula, charge and spin is 0.799 eV. Its LUMO energy is 1.03 eV. The orbital gap is 9.759 eV. For the HOMO energy, the calculation gives -8.7 eV.

Element x y z (Å)
N: -2.2952 -1.0734 -0.6480
C: -0.8415 -0.9473 -0.8004
C: -0.5140 0.4994 -1.1342
C: -0.3566 1.4551 0.0383
C: -0.1575 2.8897 -0.4505
C: -0.0726 -1.4216 0.4371
N: 1.3691 -1.4135 0.1658
C: 2.1911 -1.5006 1.3511
H: -2.5489 -1.9680 -0.2363
H: -2.6182 -0.3914 0.0325
H: -0.5284 -1.6625 -1.5679
H: 0.3613 0.5663 -1.7834
H: -1.2617 0.9321 -1.8102
H: 0.4839 1.2004 0.6794
H: -1.2500 1.4380 0.6707
H: 0.8840 3.1135 -0.7139
H: -0.3267 3.5821 0.3548
H: -0.7648 3.1925 -1.2879
H: -0.3895 -0.8595 1.3315
H: -0.3308 -2.4644 0.6665
H: 1.6083 -0.6164 -0.3904
H: 1.6994 -1.9852 2.1887
H: 3.1226 -2.0281 1.1635
H: 2.5367 -0.5371 1.7432

Atomic forces in eV per Å
N -0.166 -0.022 0.321
C -0.193 -0.626 0.643
C 0.240 0.366 -0.867
C -0.292 0.483 -0.282
C 0.971 0.191 0.384
C 0.286 -0.363 0.018
N -0.750 -0.323 0.409
C 0.870 0.428 0.303
H 0.149 -0.049 -0.185
H -0.009 0.109 -0.093
H -0.093 0.454 -0.379
H 0.432 -0.156 0.231
H -0.335 -0.362 0.241
H 0.077 -0.188 0.084
H 0.004 -0.131 -0.018
H -0.070 -0.402 -0.254
H -0.387 0.372 0.435
H -0.416 -0.134 -0.278
H 0.236 0.257 -0.111
H -0.185 0.081 -0.158
H 0.193 0.363 -0.129
H -0.293 -0.259 -0.141
H 0.034 -0.376 -0.161
H -0.304 0.289 -0.012

Q: multiplicity of number 3 (C36H45AsMnN9S2)?
A: 6

What did the second record say?
C4H9ClO2 | ωB97M-V with the def2-TZVPD basis set

The multiplicity is 1. The energy above the lowest of the compared OMol25 structures with the same formula, charge and spin is 4.395 eV. Its LUMO energy (spin up / spin down) is 0.11 / 0.29 eV. The orbital gap (spin up / spin down) is 8.336 / 8.659 eV. For the HOMO energy (spin up / spin down), the calculation gives -8.2 / -8.4 eV.

Element x y z (Å)
C: 2.4108 -0.7399 -0.4293
C: -2.4239 -0.2960 0.7676
C: 1.5898 0.0549 -1.3804
C: -0.2788 0.5939 0.1508
O: -0.6556 1.8859 -0.0418
O: -1.3801 -0.2943 -0.0777
Cl: 0.1781 0.2032 1.7701
H: 3.5192 -0.6436 -0.7250
H: 2.0411 -1.7681 -0.3244
H: 2.2678 -0.3707 0.6269
H: -2.9490 0.7136 1.0979
H: -2.0624 -0.7055 1.7801
H: -3.2523 -1.0198 0.4868
H: 0.8403 -0.6118 -1.9620
H: 1.7240 1.1114 -1.5523
H: -1.5689 1.8868 -0.1873

Atomic forces in eV per Å
C 1.169 0.680 0.630
C -2.901 -0.316 4.574
C -4.321 -1.687 1.944
C -0.512 -1.583 -1.690
O 2.595 0.128 0.372
O 1.893 0.714 -3.180
Cl 1.569 0.447 1.371
H -1.482 -0.516 0.665
H 0.488 0.115 -0.598
H 0.582 0.103 -0.972
H 1.114 -1.462 -1.200
H -0.723 0.491 -1.148
H 1.181 1.007 -0.355
H 1.507 1.845 0.425
H 0.219 -0.131 -0.427
H -2.378 0.165 -0.409